# 1
Here is the molecule C2H6N4 at a distorted geometry from the Open Molecules 2025 dataset. Energies are from wB97M-V/def2-TZVPD.

Geometry as ORCA input:
```
! RIJCOSX wB97M-V def2-TZVPD def2/J DEFGRID3
* xyz 0 1
C 2.1600 -0.3914 0.0311
N 0.8911 -0.3331 -0.1740
N 0.2377 0.8238 -0.1456
C -1.0968 1.0505 -0.0185
N -2.0131 0.2069 0.0913
N -1.8238 -1.1064 -0.1876
H 2.8246 0.4164 0.2823
H 2.5862 -1.4100 0.1469
H 0.8264 1.6512 -0.1893
H -1.3096 2.1316 -0.0788
H -0.8425 -1.4002 -0.1629
H -2.4404 -1.6391 0.4051
*
```

Energy above the lowest of the compared OMol25 structures with the same formula, charge and spin in kcal/mol: 74.2
Gap between HOMO and LUMO in eV: 8.612
LUMO level in eV: 0.9
SMILES: C=NN/C=N\N
DFT total energy in eV: -8128.87739

# 2
Here is the molecule C2H6N4 at a distorted geometry from the Open Molecules 2025 dataset. Energies are from wB97M-V/def2-TZVPD.

Geometry as ORCA input:
```
! RIJCOSX wB97M-V def2-TZVPD def2/J DEFGRID3
* xyz 0 1
C -0.5318 -2.3026 0.2263
N -0.1631 -0.9603 -0.1862
N -0.5417 -0.0667 0.5853
N -0.2253 1.1724 0.5965
C 0.9533 1.7228 -0.2213
N -0.1947 2.0367 -0.9368
H -1.1331 -2.7532 -0.5661
H 0.3802 -2.9000 0.2966
H -1.0731 -2.3233 1.1772
H 1.5738 0.9402 -0.6535
H 1.4952 2.4719 0.3535
H -0.5398 2.9619 -0.6716
*
```

Energy above the lowest of the compared OMol25 structures with the same formula, charge and spin in kcal/mol: 125.2
Gap between HOMO and LUMO (alpha / beta) in eV: 8.772 / 8.771
LUMO level (alpha / beta) in eV: -0.1 / -0.1
SMILES: C/N=N/N1CN1
DFT total energy in eV: -8126.66154

# 3
Here is a cluster of 2 separate species, C2H6N4 in total at a distorted geometry from the Open Molecules 2025 dataset. Energies are from wB97M-V/def2-TZVPD.

Geometry as ORCA input:
```
! RIJCOSX wB97M-V def2-TZVPD def2/J DEFGRID3
* xyz 0 1
H -0.2363 2.8819 0.1823
N -0.5533 2.0016 -0.2489
N 0.1448 1.0233 0.0275
C 1.0739 0.3433 -1.0735
H 0.6618 -0.6554 -1.2122
H 0.8814 0.8970 -1.9935
H 2.0933 0.2854 -0.7054
N 0.2481 -1.6133 1.5106
C -0.7604 -1.1246 0.9799
N -1.5666 -1.3375 0.0729
H 0.4720 -1.8194 2.4661
H -2.4587 -0.8823 -0.0058
*
```

Energy above the lowest of the compared OMol25 structures with the same formula, charge and spin in kcal/mol: 132.7
Gap between HOMO and LUMO (alpha / beta) in eV: 8.226 / 7.949
LUMO level (alpha / beta) in eV: 0.4 / 0.0
SMILES: [H]/N=N/C.N=C=N
DFT total energy in eV: -8126.33983

# 4
Here is the molecule C2H6N4O at a distorted geometry from the Open Molecules 2025 dataset. Energies are from wB97M-V/def2-TZVPD.

Geometry as ORCA input:
```
! RIJCOSX wB97M-V def2-TZVPD def2/J DEFGRID3
* xyz 0 1
N -2.3590 1.3122 0.6771
N -1.8657 0.6295 -0.4300
C -0.5762 0.1753 -0.3548
N 0.0267 -0.4808 -1.1754
C 1.3126 -0.8374 -0.6060
N 2.0368 -0.3806 0.3572
O 3.2146 -1.4290 0.1572
H -1.7402 1.8880 1.1690
H -2.7840 0.6364 1.3402
H -2.5082 0.7345 -1.3056
H -0.3127 0.4793 0.7498
H 1.4985 -1.7667 -1.0729
H 4.0567 -0.9608 0.4943
*
```

Energy above the lowest of the compared OMol25 structures with the same formula, charge and spin in kcal/mol: 128.5
Gap between HOMO and LUMO in eV: 10.107
LUMO level in eV: 1.0
SMILES: NN/C=N/C=N/O
DFT total energy in eV: -10174.48921

# 5
Here is a structure of composition C2H6N4O at a distorted geometry from the Open Molecules 2025 dataset. Energies are from wB97M-V/def2-TZVPD.

Geometry as ORCA input:
```
! RIJCOSX wB97M-V def2-TZVPD def2/J DEFGRID3
* xyz 0 1
C 1.1449 -0.4884 0.5479
C -1.8524 0.2907 -0.3254
H 3.1348 1.4864 -0.7977
H 1.4490 -0.5722 1.5551
H -0.4400 -1.8314 1.4000
H -1.3734 -1.5200 -1.3419
H -2.5245 0.2571 -1.3174
H -1.7715 2.3454 0.4702
N 1.7423 0.1831 -0.3359
N -0.1219 -1.2344 0.3204
N -1.1367 -0.6882 -0.5120
N -1.3814 1.3993 0.5488
O 3.1308 0.3726 -0.2120
*
```

Energy above the lowest of the compared OMol25 structures with the same formula, charge and spin in kcal/mol: 221.2
Gap between HOMO and LUMO in eV: 8.871
LUMO level in eV: 0.5
DFT total energy in eV: -10170.46975

# 6
Here is the molecule C2H6N4O2 at a distorted geometry from the Open Molecules 2025 dataset. Energies are from wB97M-V/def2-TZVPD.

Geometry as ORCA input:
```
! RIJCOSX wB97M-V def2-TZVPD def2/J DEFGRID3
* xyz 0 1
N -2.3509 1.2784 0.2764
N -2.7607 -0.0002 0.0233
C -2.0654 -1.0543 0.0622
O -0.7211 -1.1735 0.2013
N 0.0875 -0.0790 -0.1331
C 1.2471 -0.4940 -0.1744
N 2.2826 0.3722 -0.3861
O 3.3168 0.0581 0.5121
H -2.8234 1.9484 -0.3000
H -1.3453 1.4938 0.1227
H -2.5693 -2.0432 -0.0875
H 1.5853 -1.5557 -0.0363
H 1.9641 1.2658 -0.1216
H 4.1529 -0.0169 0.0409
*
```

Energy above the lowest of the compared OMol25 structures with the same formula, charge and spin in kcal/mol: 116.9
Gap between HOMO and LUMO in eV: 9.092
LUMO level in eV: 0.7
SMILES: N/N=C\O/N=C/NO
DFT total energy in eV: -12221.58155

# 7
Here is the molecule C2H6N4O2 at a distorted geometry from the Open Molecules 2025 dataset. Energies are from wB97M-V/def2-TZVPD.

Geometry as ORCA input:
```
! RIJCOSX wB97M-V def2-TZVPD def2/J DEFGRID3
* xyz 0 1
H 2.9153 -0.6223 -0.2971
N 2.8039 0.2922 0.3386
C 1.6967 0.7978 0.4869
N 0.5250 0.1640 -0.3249
N 0.6662 -1.1918 -0.4571
C -0.7030 0.9105 -0.3417
O -0.8082 2.1025 -0.1443
N -1.8387 0.1805 -0.3896
O -2.1352 -0.5428 0.8950
H 1.5143 1.7338 0.9583
H 0.4139 -1.8782 0.3764
H 0.2174 -1.5902 -1.3848
H -2.5026 0.8077 -0.2769
H -2.7650 -1.1638 0.5613
*
```

Energy above the lowest of the compared OMol25 structures with the same formula, charge and spin in kcal/mol: 99.2
Gap between HOMO and LUMO in eV: 9.581
LUMO level in eV: 0.3
SMILES: [H]/N=C\N(N)C(=O)NO
DFT total energy in eV: -12222.34982

# 8
Here is the molecule C2H6N4O2 at a distorted geometry from the Open Molecules 2025 dataset. Energies are from wB97M-V/def2-TZVPD.

Geometry as ORCA input:
```
! RIJCOSX wB97M-V def2-TZVPD def2/J DEFGRID3
* xyz 0 1
N 2.3131 -0.4265 0.3046
N 1.1726 -1.2528 -0.0466
C 0.3484 -0.3321 -0.1926
N 0.4772 0.9683 0.0843
N -0.5377 1.7386 -0.3443
O -0.9025 -0.9128 -0.6341
C -2.1670 -0.9028 -0.1481
O -2.5524 -0.2889 0.9194
H 3.2434 -1.0723 0.0726
H 2.2222 -0.2668 1.3415
H 1.4468 1.1669 0.1659
H -0.9360 1.3514 -1.1419
H -1.2004 1.7437 0.4906
H -2.9277 -1.5139 -0.8712
*
```

Energy above the lowest of the compared OMol25 structures with the same formula, charge and spin in kcal/mol: 94.0
Gap between HOMO and LUMO in eV: 10.074
LUMO level in eV: 0.9
SMILES: N/N=C(\NN)OC=O
DFT total energy in eV: -12222.57473

# 9
Here is the molecule C2H6N4O2 at a distorted geometry from the Open Molecules 2025 dataset. Energies are from wB97M-V/def2-TZVPD.

Geometry as ORCA input:
```
! RIJCOSX wB97M-V def2-TZVPD def2/J DEFGRID3
* xyz 0 1
N 2.1530 -0.8382 -0.4577
N 1.7345 0.3866 0.0064
C 0.5240 0.9832 0.0410
O 0.3850 2.2082 -0.0490
N -0.6698 0.2617 0.1810
N -0.5232 -1.1424 0.4581
C -2.0586 0.7597 0.0044
O -2.7804 -0.2878 -0.5730
H 1.6765 -1.0084 -1.3563
H 1.9468 -1.5941 0.1854
H 2.4234 0.9873 0.0633
H -0.7544 -1.3604 1.4925
H -1.6677 -1.2523 -0.0367
H -2.3893 1.8968 0.0408
*
```

Energy above the lowest of the compared OMol25 structures with the same formula, charge and spin in kcal/mol: 100.7
Gap between HOMO and LUMO in eV: 9.038
LUMO level in eV: -0.7
SMILES: NNC(=O)N(N)C=O
DFT total energy in eV: -12222.28604

# 10
Here is a structure of composition C2H6N4S at a distorted geometry from the Open Molecules 2025 dataset. Energies are from wB97M-V/def2-TZVPD.

Geometry as ORCA input:
```
! RIJCOSX wB97M-V def2-TZVPD def2/J DEFGRID3
* xyz 0 1
C -1.1060 1.1322 0.5258
C 0.2241 1.4507 -0.0836
N -1.3894 -0.0899 0.6793
N 0.8721 0.2290 -0.3481
N -0.3696 -0.9520 0.3846
N -0.5981 -1.9757 -0.4134
S 2.3938 0.0272 0.3744
H -1.7547 1.8360 0.8854
H 0.1394 2.0684 -1.0819
H 0.7000 2.2148 0.6179
H -0.3156 -2.8375 -0.2799
H -1.1347 -1.7808 -1.1866
H 2.3390 -1.3224 -0.0738
*
```

Energy above the lowest of the compared OMol25 structures with the same formula, charge and spin in kcal/mol: 118.1
Gap between HOMO and LUMO (alpha / beta) in eV: 8.437 / 8.436
LUMO level (alpha / beta) in eV: 0.9 / 0.9
DFT total energy in eV: -18961.92394

# 11
Here is the molecule C2H6N4S at a distorted geometry from the Open Molecules 2025 dataset. Energies are from wB97M-V/def2-TZVPD.

Geometry as ORCA input:
```
! RIJCOSX wB97M-V def2-TZVPD def2/J DEFGRID3
* xyz 0 1
N -0.1630 1.7379 0.5341
N 1.0598 1.1985 0.6117
C 1.4616 -0.0223 0.1220
C 0.3814 -0.6629 -0.8707
S 0.7919 -0.8080 -2.3835
N -0.9374 -0.8779 -0.5306
N -1.3274 -1.2888 0.8198
H -0.6669 1.4383 -0.3634
H -0.0357 2.9254 0.5008
H 2.6703 0.1051 0.0954
H -1.3993 -1.3360 -1.3018
H -1.3204 -0.4509 1.5112
H -0.5150 -1.9585 1.2551
*
```

Energy above the lowest of the compared OMol25 structures with the same formula, charge and spin in kcal/mol: 107.7
Gap between HOMO and LUMO in eV: 8.446
LUMO level in eV: -0.1
SMILES: N/N=C\C(=S)NN
DFT total energy in eV: -18962.37423

# 12
Here is a cluster of 2 separate species, C2H6N4S in total at a distorted geometry from the Open Molecules 2025 dataset. Energies are from wB97M-V/def2-TZVPD.

Geometry as ORCA input:
```
! RIJCOSX wB97M-V def2-TZVPD def2/J DEFGRID3
* xyz 0 3
C 0.8378 -0.7622 -1.6572
C 0.3278 2.3123 0.1823
N 1.8150 -0.3689 -2.1676
N -1.7859 -0.7615 1.1010
N 0.6921 -0.7701 1.3521
N -0.2613 -1.1392 -1.0349
S -0.5843 -0.1499 0.3698
H 1.1397 2.0182 -0.5704
H -0.4418 2.9857 -0.3690
H -2.6088 -0.4574 0.5898
H 0.5661 -1.1349 2.2205
H 1.2822 0.0384 1.3917
H -0.9786 -1.8103 -1.4079
*
```

Energy above the lowest of the compared OMol25 structures with the same formula, charge and spin in kcal/mol: 65.7
⟨S²⟩: 2.0072
Gap between HOMO and LUMO (alpha / beta) in eV: 8.675 / 8.198
LUMO level (alpha / beta) in eV: 0.4 / -1.4
DFT total energy in eV: -18958.99431